1.
Formula: C7H8N
Source: OMol25
Level of theory: ωB97M-V/def2-TZVPD

Each line ends with the natural charge from an NBO analysis.
CARTESIAN COORDINATES (ANGSTROEM)
C -0.193 -0.576 -2.130  -0.07
C -1.311 -0.634 -1.231  -0.07
C 1.676 0.682 -1.189  -0.19
C 0.720 1.584 -1.102  -0.14
C 0.772 -0.458 -1.130  0.10
C -0.476 0.689 -1.066  0.08
C -0.316 -0.467 -0.110  -0.13
N -0.290 -0.556 3.193  -1.11
H -0.234 -0.223 -3.165  0.27
H -2.342 -0.708 -1.507  0.30
H 2.718 0.742 -1.375  0.27
H 0.646 2.612 -0.899  0.26
H -0.373 -0.826 0.848  0.32
H 0.229 0.148 3.704  0.38
H 0.090 -1.394 3.671  0.37
H -1.316 -0.612 3.488  0.38

Properties
HOMO	-13.86	eV
frontier orbital gap	0.3708	Ha
total charge	+1



2.
Formula: C7H8N
Source: OMol25
Level of theory: ωB97M-V/def2-TZVPD

Each line ends with the natural charge from an NBO analysis.
CARTESIAN COORDINATES (ANGSTROEM)
C -2.208 -0.268 0.092  -0.70
C -0.811 0.015 -0.159  0.49
N -0.417 1.255 -0.106  -0.45
C 1.000 1.261 0.062  -0.09
C 1.573 0.018 -0.869  0.08
C 2.704 -0.339 0.109  -0.37
C 1.376 -0.041 0.736  0.01
C 0.403 -0.835 -0.033  -0.30
H -2.782 0.352 -0.622  0.28
H -2.493 0.141 1.037  0.28
H -2.317 -1.258 0.299  0.26
H -0.811 2.127 -0.377  0.46
H 1.619 2.210 0.147  0.29
H 3.426 0.354 0.176  0.24
H 2.984 -1.295 -0.001  0.24
H 0.202 -1.844 -0.120  0.27

Properties
HOMO	-14.84	eV
frontier orbital gap	0.3624	Ha
structure (SMILES)	CC1=[NH+][C@@H]2[C@]34C[C@]23[C@@H]14
total charge	+1



Out of the structures above, which one is the most stable? Solution: 2.